80
Properties=species:S:1:pos:R:3:lowdin_charge:R:1 method="wB97M-V/def2-TZVPD" energy_ev=-68583.4752 e_homo_ev=-20.545 total_charge=+4 homo_lumo_gap_ev=5.3
Pb 0.161 -0.325 -0.381 1.05
C 1.030 -0.393 -2.173 -0.21
O 1.544 -0.445 -3.232 0.27
C 0.763 1.650 0.046 -0.09
O 1.111 2.745 0.177 0.27
P -1.968 0.555 -1.538 1.03
C -3.220 1.283 -0.395 -0.49
H -4.017 1.646 -1.061 0.12
C -1.704 1.791 -2.889 -0.49
H -0.913 2.446 -2.486 0.11
C -2.846 -0.864 -2.347 -0.50
H -3.049 -1.545 -1.504 0.12
C 2.595 -2.982 0.060 -0.51
P 2.339 -1.239 0.645 1.04
H 3.398 -1.471 2.754 0.14
H 1.703 -3.505 0.442 0.11
C 3.904 -0.350 0.188 -0.47
H 4.631 -1.168 0.304 0.13
C -1.215 1.213 -4.221 -0.08
H -2.061 0.990 -4.891 0.11
H -0.606 0.314 -4.120 0.03
H -0.594 1.967 -4.733 0.12
C -2.950 2.646 -3.123 -0.06
H -2.923 3.053 -4.144 0.13
H -3.004 3.490 -2.424 0.10
H -3.871 2.060 -3.026 0.07
C -4.178 -0.485 -2.995 -0.05
H -4.838 0.091 -2.338 0.09
H -4.716 -1.409 -3.268 0.13
H -4.027 0.079 -3.926 0.09
C -1.958 -1.607 -3.345 -0.09
H -2.244 -2.668 -3.370 0.12
H -0.893 -1.552 -3.080 0.03
H -2.079 -1.212 -4.362 0.10
C -3.814 0.243 0.555 -0.07
H -4.713 -0.236 0.136 0.11
H -4.106 0.726 1.499 0.11
H -3.092 -0.550 0.791 0.05
C -2.651 2.476 0.368 -0.08
H -1.926 2.147 1.106 0.03
H -3.459 2.989 0.916 0.13
H -2.158 3.207 -0.279 0.09
C 3.840 -3.661 0.644 -0.06
H 4.106 -3.309 1.646 0.08
H 4.709 -3.529 -0.017 0.11
H 3.655 -4.746 0.712 0.13
C 2.590 -3.096 -1.462 -0.08
H 3.423 -2.543 -1.913 0.09
C 1.795 -0.117 3.140 -0.11
H 1.656 -2.730 -1.902 0.05
H 2.708 -4.153 -1.748 0.13
C 1.577 -2.613 2.967 -0.06
H 0.732 -0.223 3.371 0.07
H 2.304 0.091 4.093 0.14
H 1.906 0.779 2.516 0.04
C 2.335 -1.370 2.482 -0.49
H 1.234 -2.457 3.999 0.12
H 2.211 -3.509 2.958 0.10
H 0.697 -2.812 2.344 0.08
C 4.294 0.800 1.119 -0.06
H 3.585 1.636 1.044 0.07
H 5.281 1.184 0.811 0.13
H 4.370 0.500 2.170 0.09
C 3.961 0.121 -1.266 -0.08
H 3.572 -0.615 -1.971 0.04
H 5.015 0.318 -1.537 0.13
H 3.410 1.060 -1.415 0.09
H -0.203 -0.397 1.556 0.11
H -1.099 -0.060 1.069 0.07
Cl 0.536 4.144 4.341 0.84
C -0.316 2.746 3.824 -0.60
C -1.339 2.274 4.606 0.01
C -1.990 1.133 4.180 0.02
C -1.634 0.504 3.029 -0.15
N -0.644 1.029 2.297 -0.19
C 0.055 2.116 2.656 -0.21
H -1.626 2.778 5.539 0.16
H -2.806 0.734 4.789 0.15
H -2.204 -0.402 2.781 0.14
H 0.915 2.595 2.214 0.09

40
Properties=species:S:1:pos:R:3:lowdin_charge:R:1 method="wB97M-V/def2-TZVPD" energy_ev=-25341.1626 e_homo_ev=-8.669 smiles="[H]/N=C(/N)NCCC[C@H](NC(=O)[C@@H]1CCCN1)C(=O)O" total_charge=0 homo_lumo_gap_ev=9.2 de_lowest_ev=1.3074
H 1.250 1.848 2.170 0.03
N 1.657 2.469 1.437 0.07
C 0.791 2.642 0.464 -0.61
N 1.232 3.346 -0.608 0.15
N -0.496 2.262 0.487 0.05
C -1.495 2.480 -0.531 -0.21
C -2.781 1.794 -0.169 -0.21
C -2.854 0.371 -0.484 -0.14
C -2.127 -0.543 0.555 -0.18
N -0.653 -0.686 0.544 0.14
C 0.055 -0.935 -0.556 -0.42
O -0.450 -1.373 -1.615 0.02
C 1.526 -0.725 -0.474 -0.21
C 2.429 -1.788 -1.245 -0.10
C 3.073 -2.549 -0.116 -0.16
C 2.502 -2.019 1.232 -0.20
N 1.927 -0.732 0.945 -0.05
C -2.801 -1.901 0.571 -0.49
O -3.354 -2.355 1.547 0.11
O -2.675 -2.638 -0.559 0.08
H 0.835 3.036 -1.448 0.06
H 2.213 3.411 -0.717 0.09
H -0.796 1.590 1.211 0.13
H -1.119 1.981 -1.430 0.11
H -1.647 3.491 -0.947 0.13
H -3.558 2.420 -0.731 0.14
H -3.057 1.960 0.895 0.13
H -3.868 0.047 -0.440 0.12
H -2.478 0.087 -1.447 0.11
H -2.358 -0.175 1.532 0.14
H -0.100 -0.616 1.378 0.13
H 1.679 0.270 -0.915 0.15
H 1.756 -2.367 -1.864 0.10
H 3.156 -1.343 -1.913 0.11
H 4.132 -2.360 -0.104 0.10
H 2.844 -3.636 -0.137 0.12
H 3.313 -1.912 1.991 0.13
H 1.731 -2.626 1.666 0.10
H 2.583 0.030 1.107 0.10
H -2.017 -2.257 -1.280 0.14

101
Properties=species:S:1:pos:R:3:lowdin_charge:R:1 method="wB97M-V/def2-TZVPD" energy_ev=-210775.6555 e_homo_ev=-14.017 total_charge=+3 homo_lumo_gap_ev=2.6 de_lowest_ev=0.9036
Pd -0.249 -1.801 0.261 0.88
C 2.326 3.138 -1.068 -0.06
N 1.754 2.051 -0.257 -0.09
C 0.941 1.056 -0.592 -0.16
N 0.797 0.219 0.444 -0.01
C 1.578 0.801 1.414 -0.18
N 2.164 1.900 1.023 0.16
C 1.385 4.269 -1.409 -0.20
C 1.820 5.190 -2.357 -0.03
C 1.058 6.310 -2.643 -0.03
C -0.153 6.512 -1.997 0.01
C -0.597 5.580 -1.069 -0.12
C 0.175 4.459 -0.766 0.03
C -1.882 5.777 -0.405 -0.29
N -2.569 6.853 -0.266 0.14
N -3.708 6.506 0.431 0.14
C -3.628 5.244 0.664 -0.28
O -2.484 4.704 0.163 0.12
C -4.559 4.344 1.338 -0.13
C -5.492 4.821 2.245 0.01
C -6.328 3.920 2.891 -0.03
C -6.231 2.562 2.635 -0.02
C -5.311 2.088 1.706 -0.19
C -5.262 0.610 1.397 -0.05
N -4.092 0.230 0.601 -0.11
C -2.832 0.068 0.981 -0.19
N -2.090 -0.317 -0.052 0.01
C -2.995 -0.344 -1.077 -0.21
N -4.209 -0.024 -0.720 0.16
C -4.481 2.983 1.056 0.02
H 2.728 2.701 -1.983 0.11
H 3.164 3.497 -0.473 0.14
H 0.451 0.973 -1.548 0.15
H 1.680 0.427 2.417 0.11
H 2.770 5.045 -2.861 0.12
H 1.407 7.028 -3.372 0.12
H -0.762 7.381 -2.208 0.13
H -0.177 3.765 -0.013 0.12
H -5.551 5.882 2.446 0.13
H -7.055 4.281 3.606 0.12
H -6.886 1.871 3.153 0.12
H -6.120 0.296 0.806 0.14
H -5.251 0.022 2.315 0.13
H -2.481 0.287 1.975 0.11
H -2.745 -0.564 -2.101 0.11
H -3.770 2.645 0.313 0.12
C 1.680 -0.950 -5.094 0.01
C 1.417 -2.174 -4.480 -0.02
C 1.739 -2.371 -3.153 -0.05
C 2.349 -1.322 -2.437 -0.33
C 2.598 -0.081 -3.055 -0.10
C 2.271 0.096 -4.381 -0.02
P 2.817 -1.611 -0.784 1.28
C 4.445 -1.242 -0.390 -0.32
C 5.349 -0.680 -1.334 -0.02
C 6.651 -0.461 -0.965 -0.01
C 7.073 -0.761 0.336 0.04
C 6.193 -1.305 1.277 -0.01
C 4.885 -1.538 0.930 -0.05
C 2.324 -3.153 -0.185 -0.40
C 3.304 -4.180 -0.164 -0.05
C 2.902 -5.456 0.121 -0.02
C 1.544 -5.701 0.363 0.01
C 0.595 -4.685 0.360 -0.08
C 0.956 -3.364 0.133 -0.25
H 1.434 -0.811 -6.139 0.13
H 0.979 -2.983 -5.050 0.13
H 1.565 -3.331 -2.686 0.12
H 3.059 0.724 -2.499 0.09
H 2.477 1.039 -4.870 0.13
H 5.037 -0.478 -2.348 0.11
H 7.356 -0.066 -1.685 0.13
H 8.102 -0.576 0.618 0.14
H 6.542 -1.543 2.272 0.13
H 4.207 -1.976 1.649 0.10
H 4.336 -3.967 -0.410 0.12
H 3.619 -6.266 0.132 0.13
H 1.216 -6.714 0.562 0.13
H -0.424 -4.967 0.549 0.05
Se -2.448 -4.227 2.228 0.75
Se -2.590 -2.230 3.357 0.72
C -0.722 -1.934 3.729 -0.64
C -0.387 -1.708 5.060 -0.08
C 0.946 -1.571 5.402 -0.02
C 1.896 -1.693 4.401 -0.03
C 1.461 -1.894 3.105 -0.18
N 0.176 -1.987 2.746 0.00
C -2.662 -3.797 0.353 -0.61
C -3.759 -4.402 -0.247 -0.07
C -3.917 -4.361 -1.621 0.00
C -2.958 -3.706 -2.374 -0.02
C -1.911 -3.097 -1.719 -0.15
N -1.755 -3.121 -0.380 -0.08
H -1.161 -1.677 5.815 0.11
H 1.234 -1.406 6.432 0.13
H 2.954 -1.630 4.618 0.12
H 2.177 -1.980 2.298 0.07
H -4.477 -4.917 0.377 0.11
H -4.768 -4.838 -2.089 0.14
H -3.019 -3.653 -3.452 0.13
H -1.153 -2.566 -2.275 0.10

15
Properties=species:S:1:pos:R:3:lowdin_charge:R:1 method="wB97M-V/def2-TZVPD" energy_ev=-95454.1394 e_homo_ev=-8.420 smiles=CCOP(Br)SC total_charge=0 homo_lumo_gap_ev=8.6 de_lowest_ev=2.1755
C -0.067 1.232 -1.250 -0.13
C 0.853 0.390 -2.070 -0.35
O 0.619 -1.011 -2.027 -0.54
P 1.037 -2.104 -0.984 0.35
Br 3.057 -1.434 -0.309 0.22
S -0.292 -1.466 0.825 0.40
C -0.476 -1.858 2.664 -0.41
H 0.153 2.238 -1.311 0.05
H -1.149 0.884 -1.377 0.11
H -0.027 0.836 -0.199 0.01
H 1.952 0.657 -1.702 0.10
H 0.605 0.650 -3.181 0.15
H -0.613 -0.796 2.944 0.01
H -1.465 -2.360 2.775 0.03
H 0.403 -2.343 3.093 0.02